The following is a quantum chemistry calculation of a structure of composition C36H39ClP2Sn in a non-equilibrium geometry, from the Open Molecules 2025 dataset.

XYZ file:
```
79
Properties=species:S:1:pos:R:3:forces:R:3
Sn 1.609 -0.705 -5.775 -0.1951 0.4182 2.3454
C -2.533 0.088 0.506 0.4331 -0.3341 0.0469
C -2.509 -0.025 -0.828 -0.1058 -0.3886 0.0990
C -2.995 0.978 -1.835 0.2171 0.2227 -0.1722
C -1.923 1.880 -2.467 -0.1657 -0.1027 -0.2235
C -0.814 2.345 -1.569 0.0217 0.6883 0.2738
C -0.953 2.733 -0.298 0.3507 0.2033 -0.2044
C -2.202 2.652 0.525 -0.2629 -0.2548 0.7063
C -2.332 1.329 1.329 -0.9443 0.3169 -0.2536
C 2.845 0.419 -4.309 0.3604 -0.1786 -0.2533
H -2.604 -0.823 1.112 0.8267 0.0795 -0.2850
H -2.138 -0.953 -1.279 -0.7872 -0.1623 0.3295
H -3.802 1.587 -1.409 0.2389 -0.2851 -0.1456
H -3.441 0.395 -2.655 -0.1239 0.2309 0.3217
H -1.487 1.367 -3.335 0.0135 0.0853 0.1445
H -2.455 2.755 -2.867 0.2458 -0.0238 -0.1033
H 0.138 2.493 -2.081 -0.0602 -0.0229 0.3052
H -0.124 3.219 0.232 -0.0078 -0.4757 -0.3699
H -3.098 2.799 -0.089 0.2089 0.0991 0.3067
H -2.180 3.433 1.301 -0.0458 0.0297 -0.4490
H -1.426 1.167 1.939 -0.2081 0.0457 -0.2627
H -3.156 1.435 2.052 0.1597 0.0650 -0.0542
H 3.355 -0.322 -3.679 -0.1665 0.2058 0.0872
H 2.166 1.034 -3.700 0.0197 -0.2370 -0.0428
H 3.580 1.090 -4.752 -0.0855 -0.2927 0.2799
P 0.076 -2.289 -7.890 -0.9918 -0.8358 -0.7090
P 2.226 0.357 -8.497 1.1075 0.1930 -1.1523
C -0.365 -0.708 -8.652 0.6355 1.3365 -0.7234
C 0.467 0.321 -8.930 -1.0050 -0.7744 -0.2397
C -0.494 -3.424 -9.276 0.0567 -0.0593 -0.1821
C -1.630 -3.131 -10.043 -0.0009 -0.3349 -0.3250
C -1.989 -3.933 -11.135 0.1826 0.0309 0.2247
C -1.235 -5.070 -11.447 0.1034 0.2264 0.3400
C -0.138 -5.409 -10.642 -0.2261 0.1127 -0.2166
C 0.247 -4.585 -9.583 -0.4086 0.4054 0.0774
C -1.456 -2.298 -6.861 0.3004 -0.1619 0.1885
C -1.751 -1.158 -6.085 0.1309 -0.3276 0.1282
C -2.448 -1.321 -4.887 -0.2231 -0.2018 -0.2897
C -3.036 -2.555 -4.591 -0.0271 0.0242 -0.2349
C -2.991 -3.592 -5.531 0.1350 -0.0333 -0.0026
C -2.138 -3.501 -6.632 -0.0221 0.5112 0.3488
C 2.851 0.900 -10.167 -0.4368 0.0285 -0.2752
C 2.565 0.051 -11.256 0.2492 0.4724 -0.0113
C 2.937 0.422 -12.549 0.1516 0.1984 0.1884
C 3.589 1.644 -12.765 -0.1142 0.0081 0.1866
C 3.855 2.499 -11.690 -0.0047 -0.3511 0.0219
C 3.503 2.120 -10.391 -0.1744 -0.2376 -0.2144
C 2.359 1.960 -7.606 -0.0199 -0.1488 0.4044
C 3.507 2.151 -6.816 -0.4783 0.0821 -0.0194
C 3.611 3.265 -5.984 -0.1249 0.1189 -0.1377
C 2.587 4.216 -5.960 0.1033 -0.1192 -0.2888
C 1.466 4.050 -6.781 -0.0222 -0.0568 -0.0622
C 1.334 2.911 -7.584 0.3057 0.2327 0.2563
H -1.438 -0.627 -8.867 0.4373 0.1982 -0.2424
H 0.110 1.155 -9.546 -0.1292 -0.1455 0.4161
H -2.256 -2.272 -9.793 0.1940 -0.2696 -0.1119
H -2.861 -3.663 -11.735 0.2924 -0.1296 0.1817
H -1.502 -5.683 -12.310 0.0832 0.1394 0.3416
H 0.420 -6.320 -10.854 -0.0624 0.2452 0.0417
H 1.114 -4.847 -8.976 -0.1518 0.0964 -0.1432
H -1.399 -0.162 -6.389 0.1022 -0.5190 0.2494
H -2.504 -0.487 -4.190 -0.1503 -0.2113 -0.1817
H -3.532 -2.708 -3.635 -0.0822 0.1013 -0.2551
H -3.587 -4.497 -5.406 0.2520 0.1890 0.2207
H -1.983 -4.340 -7.314 -0.0847 0.1884 0.3252
H 2.020 -0.881 -11.093 0.1801 0.1766 -0.0173
H 2.715 -0.238 -13.390 0.0663 0.2011 0.2285
H 3.874 1.940 -13.774 -0.0883 -0.0865 0.2432
H 4.330 3.467 -11.850 -0.0725 -0.2787 -0.0410
H 3.700 2.790 -9.553 -0.0312 -0.1460 -0.2793
H 4.255 1.355 -6.763 -0.1403 0.3712 -0.1978
H 4.468 3.362 -5.315 -0.2089 0.0414 -0.2344
H 2.673 5.089 -5.310 -0.0762 -0.2668 -0.2051
H 0.681 4.809 -6.803 0.2122 -0.2365 0.1240
H 0.434 2.757 -8.180 0.2811 0.1734 0.2133
Cl 1.963 -3.066 -3.684 0.8249 -1.0426 0.1536
C 0.821 -1.787 -3.928 -0.9027 1.5899 -0.8418
H -0.180 -2.159 -4.160 0.3228 -0.2317 0.5077
H 0.844 -1.094 -3.074 -0.1869 -0.4191 -0.2031
```
Positions in Å, forces in eV/Å.

Its gap between HOMO and LUMO is 0.2354 Ha.


The following is a quantum chemistry calculation of a structure of composition C8H11NO2 in a non-equilibrium geometry, from the Open Molecules 2025 dataset.

XYZ file:
```
22
Properties=species:S:1:pos:R:3:forces:R:3
C 2.240 0.163 0.316 0.7577 1.8736 1.0715
C 1.465 -0.745 1.209 -0.8662 0.3614 1.2146
C 1.643 -0.517 -1.442 -1.5456 -2.3680 -1.7358
C 0.556 -1.077 -0.864 -1.0071 -0.5008 -2.2733
C -0.730 -0.409 -0.755 -0.2076 -0.2019 -0.7407
C -1.799 -0.960 -0.174 -0.3686 0.2933 -0.2418
C -3.113 -0.312 -0.030 0.6973 0.4878 -0.0811
C -3.312 1.001 0.095 -0.0959 -0.0278 0.0083
H 0.551 2.538 -0.275 -0.0726 0.3798 -0.1370
H 3.261 -0.115 0.060 -0.1120 0.1486 0.5678
H 1.996 -1.654 1.485 0.3926 -0.4876 0.0049
H 1.598 0.458 -1.887 -0.0507 -0.3032 -0.6746
H 2.571 -1.055 -1.542 -0.0444 -0.1929 -0.4738
H 0.631 -2.058 -0.432 -0.0231 -0.3681 -0.0619
H -0.811 0.585 -1.189 -0.0559 -0.2982 -0.0228
H -1.708 -1.964 0.196 -0.0192 -0.3840 0.2528
H -3.966 -0.956 -0.025 -0.4374 -0.3952 0.0435
H -2.489 1.704 0.144 0.0434 -0.0603 0.0126
H -4.312 1.420 0.177 0.1459 -0.1243 -0.0263
N 1.886 1.297 -0.175 1.9828 1.9458 2.2332
O 0.632 1.700 0.178 -0.3024 -0.0933 0.3385
O 0.341 -0.557 1.619 1.1889 0.3151 0.7212
```
Positions in Å, forces in eV/Å.

The relative energy (zero: lowest compared OMol25 entry of this formula, charge and spin) comes out at 754.59 kJ/mol. Its gap between HOMO and LUMO is 0.2693 Ha.


The following is a quantum chemistry calculation of a cluster of 3 separate species, C4H15NO3 in total in a non-equilibrium geometry, from the Open Molecules 2025 dataset.

XYZ file:
```
23
Properties=species:S:1:pos:R:3:forces:R:3
C 1.498 1.731 -1.765 -3.3183 -0.6974 -0.7582
N 1.377 2.003 -0.349 -0.6657 -0.0367 0.2591
C 2.004 0.973 0.530 -0.9902 0.1088 -0.4177
C 0.950 0.255 1.459 1.9576 -2.5883 0.0441
C -0.272 -0.520 0.897 -1.2135 0.7869 -0.3267
O -1.007 -1.292 1.866 -0.0837 1.9359 0.6726
H 1.039 2.511 -2.439 1.3096 0.0443 0.9676
H 2.528 1.501 -1.914 0.5098 -0.1833 -0.9737
H 0.737 0.910 -2.085 1.7599 0.2112 0.4269
H 0.387 2.050 -0.111 0.3264 0.1718 -0.0428
H 2.569 0.198 -0.117 -0.5452 1.4012 1.2574
H 2.594 1.631 1.222 0.3354 -1.4756 -0.5489
H 1.554 -0.636 1.912 -0.7563 1.7915 -0.0983
H 0.698 0.984 2.228 -0.4130 -0.3545 0.1774
H -0.074 -1.226 0.057 0.1920 1.1026 0.2022
H -1.083 0.237 0.652 1.1473 -0.7564 -0.5162
H -0.658 -2.134 2.062 1.1535 -1.3122 0.0928
O -3.053 -1.542 0.330 -1.8991 0.4223 -2.9995
H -2.772 -0.752 0.739 0.5452 0.6062 1.1778
H -2.933 -2.290 0.856 0.5206 -1.1691 1.6071
O -1.783 -1.818 -2.070 2.3686 0.9693 -5.0455
H -2.279 -1.743 -1.328 -2.6329 0.4217 3.8946
H -2.022 -1.031 -2.634 0.3923 -1.4001 0.9480
```
Positions in Å, forces in eV/Å.

The relative energy (zero: lowest compared OMol25 entry of this formula, charge and spin) comes out at 236.66 kJ/mol. Its gap between HOMO and LUMO is 0.3393 Ha. Its SMILES is CNCCCO.O.O.


The following is a quantum chemistry calculation of a structure of composition C10H24BN2OPV in a non-equilibrium geometry, from the Open Molecules 2025 dataset.

XYZ file:
```
40
Properties=species:S:1:pos:R:3:forces:R:3
V -0.097 -0.954 -0.547 0.5942 0.8659 -0.5043
H 3.060 -0.380 -0.791 -1.9475 -0.3065 2.5814
H -1.703 -1.158 -0.895 -1.3499 -0.1709 -0.3244
P 0.388 1.188 -2.077 1.1503 1.2983 0.6287
C 1.973 2.117 -2.053 0.3226 -0.4485 0.0783
H 2.098 2.662 -3.006 -0.0783 -0.3251 0.3958
H 2.037 2.835 -1.218 -0.3085 -0.3557 -0.3094
H 2.790 1.395 -1.916 -0.1022 0.3560 -0.2333
C 0.352 0.289 -3.594 0.0290 -0.3362 -1.1597
H -0.681 0.063 -3.848 -0.0900 0.0155 -0.0794
H 0.811 0.891 -4.379 -0.0744 0.0737 -0.2360
H 0.887 -0.651 -3.519 0.1370 -0.0802 0.0769
C -0.746 2.579 -2.247 -1.0496 0.4111 0.0642
H -0.874 3.204 -1.355 0.3226 -0.4342 0.0831
H -0.423 3.263 -3.039 0.3585 -0.3324 0.0048
H -1.749 2.275 -2.533 -0.1273 -0.2951 0.0517
C -1.692 -0.042 -0.199 -1.0738 3.0187 2.3650
O -2.606 0.600 0.205 1.0347 -1.5012 -1.2309
H -2.337 -3.115 -1.191 0.0456 0.4780 -0.1350
H -1.995 -2.377 -2.647 0.0133 0.2114 0.9309
H 0.457 -2.761 -2.584 -0.6526 -0.6223 0.8002
H -0.106 -3.814 -0.673 0.1788 0.2654 -0.7653
B -0.280 -3.047 -1.617 0.5530 0.2856 0.0152
N -1.695 -2.467 -1.658 0.1944 -1.9041 -1.5491
H 2.511 -0.431 -0.104 2.0234 0.1945 -2.4951
H 0.397 0.773 -0.582 -0.2425 0.4292 0.2708
N 0.123 -1.498 1.471 0.4828 -0.7268 0.4083
C 0.020 -0.644 2.641 -0.0772 -0.4339 0.3341
C 1.140 0.034 3.095 -0.1325 0.8109 0.0632
C 1.000 0.864 4.220 -0.0691 -0.3645 -0.2716
C -0.218 0.960 4.894 -0.0113 -0.2824 0.1726
C -1.309 0.197 4.473 0.3154 -0.2020 -0.4343
C -1.180 -0.627 3.346 -0.0112 0.7300 0.1691
H 0.955 -2.090 1.554 -0.2539 0.1103 0.0224
H -0.661 -2.144 1.463 -0.0160 -0.2609 0.3177
H 2.085 -0.006 2.533 -0.4200 -0.0422 0.3868
H 1.857 1.418 4.581 -0.0236 0.0018 -0.0351
H -0.308 1.575 5.796 0.0799 -0.1593 -0.4446
H -2.251 0.225 5.017 0.1994 0.0134 -0.1213
H -2.028 -1.201 2.984 0.0765 0.0147 0.1079
```
Positions in Å, forces in eV/Å.

As for the total charge: +1. The spin multiplicity is 5. Its gap between HOMO and LUMO (spin up / spin down) is 0.2161 / 0.2546 Ha.


The following is a quantum chemistry calculation of a structure of composition C34H35AsCrI2N2O5P in a non-equilibrium geometry, from the Open Molecules 2025 dataset.

XYZ file:
```
81
Properties=species:S:1:pos:R:3:forces:R:3
Cr 0.061 -0.337 1.598 -0.5316 1.4071 -1.8035
I -6.376 1.952 -0.065 0.3537 -0.2408 0.2319
C -4.738 0.980 0.844 -0.2047 0.3021 -0.1860
C -4.531 -0.376 0.624 -0.1784 0.1592 0.0323
C -3.425 -0.978 1.183 0.7213 -0.3437 0.2044
I -2.932 -2.992 0.846 -0.4067 0.1809 0.0265
C -2.493 -0.259 1.947 -2.0157 0.9162 -0.7034
O -1.449 -0.893 2.446 1.1523 -0.2701 0.6660
C -2.700 1.124 2.120 0.3671 -0.4228 0.0484
C -1.604 1.888 2.816 -0.6357 -0.0696 0.3470
N -0.365 1.747 2.031 0.1389 -0.1823 -0.2969
C 0.819 2.291 2.698 0.3364 0.2462 0.3112
C 2.061 1.697 2.092 0.0614 0.2682 0.0413
C 3.278 2.362 2.069 -0.0437 -0.1590 -0.0393
C 4.405 1.698 1.608 -0.2914 -0.1208 0.0647
C 4.261 0.397 1.152 -0.2133 0.0199 -0.0297
C 3.002 -0.174 1.146 0.4842 -0.2046 0.0291
N 1.925 0.450 1.625 0.6416 0.4015 0.3161
C -3.824 1.725 1.583 -0.1850 -0.0859 -0.0336
H -5.229 -0.951 0.036 -0.0489 -0.0569 -0.0796
H -1.416 1.441 3.802 -0.0045 0.2027 -0.1394
H -1.885 2.941 2.946 0.1122 -0.1719 0.0140
H -0.486 2.240 1.142 -0.0203 -0.3052 0.0286
H 0.788 1.993 3.755 -0.0576 0.1091 -0.1529
H 0.852 3.386 2.662 -0.0341 -0.1473 0.0456
H 3.344 3.379 2.419 -0.0336 0.1413 0.0992
H 5.370 2.178 1.612 0.1068 0.0948 -0.0101
H 5.104 -0.169 0.792 0.0905 -0.0720 -0.0765
H 2.855 -1.177 0.766 0.0316 0.0489 -0.0151
H -3.990 2.779 1.746 -0.0013 0.1369 -0.0472
C 1.555 -4.259 0.285 0.0694 -0.3778 -0.2707
O 1.892 -3.186 1.173 -0.2067 0.5158 0.1537
P 0.874 -2.491 2.190 1.4993 -1.6139 0.8972
O 0.325 -3.812 2.908 0.2322 0.8545 -0.8990
C -0.651 -3.897 3.949 -0.5153 -0.1414 0.3910
O 1.884 -1.796 3.231 -0.6208 -0.4089 -0.2392
C 2.966 -2.513 3.858 0.3217 -0.1462 0.2029
H 2.108 -5.144 0.598 -0.0671 0.0490 -0.0066
H 1.869 -3.974 -0.720 -0.0589 -0.0060 0.1072
H 0.490 -4.477 0.302 -0.0603 0.0308 0.0005
H -1.647 -3.932 3.511 0.0465 0.0810 0.0324
H -0.579 -3.062 4.646 0.0661 -0.0118 -0.0495
H -0.459 -4.836 4.469 0.0365 0.1691 -0.0367
H 2.643 -2.928 4.811 -0.0534 0.0566 -0.0605
H 3.761 -1.789 4.019 -0.0256 -0.0215 0.0431
H 3.326 -3.307 3.208 -0.0206 -0.0042 0.0107
O 0.276 0.194 -0.338 0.0024 -0.6861 1.5868
As -0.157 0.542 -1.919 -0.3939 0.2925 -0.8832
C 1.522 0.538 -2.907 -0.4449 -0.0241 0.2768
C 1.573 0.674 -4.290 -0.2914 0.0065 0.0882
C 2.807 0.671 -4.920 -0.0857 0.0200 -0.0403
C 3.974 0.527 -4.184 -0.0216 0.0035 -0.0281
C 3.919 0.396 -2.807 -0.0627 0.0095 -0.0049
C 2.691 0.405 -2.171 -0.2136 -0.0305 0.3834
C -1.385 -0.862 -2.450 0.4461 0.4313 0.0930
C -0.904 -2.155 -2.274 0.2392 0.0775 0.0558
C -1.731 -3.233 -2.531 0.0685 0.0730 -0.0760
C -3.036 -3.011 -2.947 0.0515 0.0504 -0.0422
C -3.501 -1.722 -3.146 -0.0258 0.0035 -0.0019
C -2.677 -0.634 -2.903 0.0787 0.2517 -0.0119
C -0.960 2.318 -1.978 0.2423 -0.5653 -0.0058
C -2.235 2.509 -1.453 -0.0702 -0.3603 0.1695
C -2.806 3.771 -1.466 -0.0109 -0.0358 0.0206
C -2.099 4.839 -1.999 0.0562 -0.0170 0.0093
C -0.820 4.654 -2.501 0.0249 -0.0080 0.0012
C -0.247 3.392 -2.498 0.2524 -0.2035 -0.0956
H 0.657 0.784 -4.861 0.0778 -0.0145 -0.0840
H 2.857 0.781 -5.991 0.0010 -0.0040 -0.1354
H 4.926 0.518 -4.687 0.1218 0.0115 -0.0862
H 4.826 0.289 -2.230 0.0722 -0.0053 0.0220
H 2.619 0.307 -1.095 0.0456 0.0346 -0.1812
H 0.116 -2.294 -1.923 -0.1004 -0.1321 -0.0651
H -1.366 -4.240 -2.404 0.0373 -0.1055 0.0260
H -3.692 -3.850 -3.111 -0.0854 -0.1144 -0.0969
H -4.508 -1.558 -3.498 -0.1290 0.0147 -0.0245
H -3.033 0.376 -3.072 -0.0343 -0.0745 0.0117
H -2.775 1.664 -1.033 -0.0791 0.0886 -0.0147
H -3.801 3.923 -1.072 -0.0625 -0.0563 0.0170
H -2.549 5.818 -2.026 -0.0463 0.1320 0.0171
H -0.271 5.495 -2.896 0.0492 0.0478 -0.0795
H 0.747 3.236 -2.904 -0.0438 0.0811 0.0098
```
Positions in Å, forces in eV/Å.

As for the total charge: +2. The relative energy (zero: lowest compared OMol25 entry of this formula, charge and spin) comes out at 58.66 kJ/mol. The spin multiplicity is 4. Its gap between HOMO and LUMO (spin up / spin down) is 0.2416 / 0.2701 Ha.


Table of total energy (eV), in record order: -74891.09467 -14052.26326 -12021.76543 -51427.31061 -163782.90580